{"formula": "H18NO7", "method": "the ωB97M-V functional and the def2-TZVPD basis", "relative_energy_kj_mol": 61.4, "orbital_gap_ha": 0.4460, "e_homo_ev": -14.8, "total_charge": 1, "elements": ["N", "H", "H", "H", "H", "H", "H", "O", "H", "H", "O", "H", "H", "O", "H", "H", "O", "H", "H", "O", "H", "H", "O", "H", "H", "O"], "xyz": [[-0.6132, -1.3158, 0.7920], [-0.5021, -1.5164, -0.2004], [-0.9285, -2.1447, 1.3278], [0.2583, -1.0296, 1.2646], [-1.3298, -0.6123, 0.9472], [0.9066, 1.9938, 0.5632], [2.2511, 2.7697, 0.4896], [1.8355, 1.9400, 0.2313], [-2.2932, -3.7025, 2.7804], [-1.6905, -2.6276, 3.7230], [-1.7505, -2.9095, 2.8079], [2.1337, 0.1874, 0.7166], [2.9958, -1.0194, 0.9558], [2.0887, -0.7185, 1.0843], [0.5149, 0.0125, -2.5080], [-0.4118, -0.7555, -3.4894], [-0.1509, -0.7118, -2.5666], [-1.2552, 1.4414, 0.2361], [-1.1317, 2.4980, 1.4462], [-0.7615, 1.7065, 1.0441], [-2.8794, 0.6031, -1.1407], [-1.4760, 0.3736, -1.7601], [-1.9759, 0.3494, -0.9123], [1.8463, 1.7125, -1.6129], [2.0512, 1.4429, -3.0827], [1.3361, 1.5832, -2.4430]], "nbo_charge": [-0.895, 0.457, 0.462, 0.471, 0.450, 0.515, 0.499, -1.009, 0.501, 0.500, -0.977, 0.504, 0.495, -0.998, 0.507, 0.488, -1.003, 0.512, 0.499, -1.009, 0.497, 0.522, -1.004, 0.507, 0.481, -0.972]}


{"formula": "H18O9", "method": "the ωB97M-V functional and the def2-TZVPD basis", "smiles": "O.O.O.O.O.O.O.O.O", "relative_energy_kj_mol": 264.1, "orbital_gap_ha": 0.3490, "e_homo_ev": -9.8, "elements": ["O", "H", "H", "O", "H", "H", "O", "H", "H", "O", "H", "H", "O", "H", "H", "O", "H", "H", "O", "H", "H", "O", "H", "H", "O", "H", "H"], "xyz": [[-22.5140, -0.2050, -0.0960], [-22.3120, 0.6980, -0.3420], [-22.2870, -0.3340, 0.7950], [-20.6400, -1.8060, 2.5540], [-21.2460, -2.1630, 3.2560], [-20.7650, -0.8220, 2.6400], [-22.8250, 0.4130, 2.6590], [-22.2720, 1.0720, 3.0420], [-23.4360, 0.9110, 2.1620], [-24.4250, -1.9610, -0.8620], [-24.3550, -2.3940, 0.0080], [-23.8730, -1.1400, -0.7800], [-23.6410, -4.8220, 4.9840], [-23.2670, -3.9570, 4.6930], [-24.0010, -5.2490, 4.1720], [-22.0040, -4.2440, 1.7840], [-21.1780, -3.7550, 1.7780], [-21.7600, -5.1340, 1.7690], [-25.4850, 0.1680, 3.6250], [-26.2030, -0.5200, 3.6620], [-24.7500, -0.2910, 3.2000], [-24.5620, -5.7880, 2.7150], [-24.1710, -5.4460, 1.9090], [-24.5960, -6.7920, 2.5390], [-23.7830, -2.2840, 1.8660], [-23.2160, -1.5510, 2.0510], [-23.2590, -3.0620, 1.9470]], "nbo_charge": [-0.945, 0.476, 0.479, -0.957, 0.478, 0.482, -0.968, 0.488, 0.495, -0.997, 0.481, 0.486, -0.978, 0.454, 0.491, -0.966, 0.503, 0.483, -0.956, 0.479, 0.474, -0.939, 0.485, 0.488, -0.973, 0.465, 0.491]}


{"formula": "H18O9", "method": "the ωB97M-V functional and the def2-TZVPD basis", "smiles": "O.O.O.O.O.O.O.O.O", "relative_energy_kj_mol": 323.7, "orbital_gap_ha": 0.4060, "e_homo_ev": -11.2, "elements": ["O", "H", "H", "O", "H", "H", "O", "H", "H", "O", "H", "H", "O", "H", "H", "O", "H", "H", "O", "H", "H", "O", "H", "H", "O", "H", "H"], "xyz": [[-0.3285, -0.8334, 0.1715], [-0.5414, 0.0975, 0.3021], [0.3377, -1.0181, 0.8431], [1.4998, 3.0740, 0.7044], [2.2966, 2.8085, 0.2314], [1.1918, 3.8523, 0.2266], [2.4629, 1.5528, -0.8266], [2.6540, 0.6369, -0.5950], [3.1555, 1.7851, -1.4554], [2.0548, -2.6344, -1.7013], [1.8910, -3.3000, -2.3789], [2.0837, -1.8042, -2.1900], [-3.9431, 0.2067, -0.6682], [-4.6899, -0.0948, -0.1386], [-3.1933, 0.1596, -0.0644], [-0.5114, -2.3094, -4.0614], [0.4484, -2.2645, -3.9856], [-0.7151, -1.7328, -4.8064], [1.2924, -3.7221, 2.2044], [1.3274, -3.4439, 1.2822], [0.4778, -3.3290, 2.5372], [-2.1488, 0.3443, 2.7705], [-3.0761, 0.4101, 3.0251], [-1.9812, 1.1587, 2.2829], [-0.5906, 3.6580, 2.4305], [0.0025, 3.1779, 1.8416], [-1.4568, 3.5643, 2.0183]], "nbo_charge": [-0.932, 0.465, 0.466, -0.980, 0.496, 0.467, -0.937, 0.489, 0.476, -0.932, 0.470, 0.463, -0.937, 0.466, 0.470, -0.923, 0.453, 0.469, -0.941, 0.472, 0.469, -0.934, 0.469, 0.463, -0.949, 0.490, 0.450]}


{"formula": "H18O9", "method": "the ωB97M-V functional and the def2-TZVPD basis", "smiles": "O.O.O.O.O.O.O.O.O", "relative_energy_kj_mol": 419.5, "orbital_gap_ha": 0.3875, "e_homo_ev": -10.9, "elements": ["O", "H", "H", "O", "H", "H", "O", "H", "H", "O", "H", "H", "O", "H", "H", "O", "H", "H", "O", "H", "H", "O", "H", "H", "O", "H", "H"], "xyz": [[-0.1630, 0.5592, 0.5277], [0.3881, -0.1535, 0.2627], [0.2937, 1.3675, 0.2708], [-0.4084, 4.4324, 0.5039], [-0.8932, 4.6468, 1.3195], [0.3782, 4.0610, 0.7520], [2.0617, 0.2189, -0.1449], [2.7341, 0.8868, -0.2987], [1.5743, 0.2588, -1.0534], [-3.3154, -3.0132, -0.4334], [-2.6223, -3.1701, 0.2055], [-2.8789, -2.9568, -1.2350], [-1.3821, 1.8293, -2.1899], [-1.7023, 1.1573, -2.7865], [-0.7968, 2.5047, -2.6454], [2.8323, -4.3160, -1.8056], [3.0228, -5.2374, -1.5744], [2.6289, -3.7754, -0.9905], [0.1471, -2.5391, -0.9101], [-0.6050, -2.3117, -1.4073], [0.9540, -2.0145, -1.2093], [-3.1412, 3.4796, 1.9008], [-2.8816, 3.1410, 2.7715], [-3.1797, 2.7315, 1.3443], [2.2515, -0.9864, 3.1255], [1.5955, -0.2993, 2.9046], [3.1077, -0.5014, 2.7956]], "nbo_charge": [-0.942, 0.472, 0.462, -0.937, 0.485, 0.451, -0.949, 0.481, 0.473, -0.924, 0.473, 0.452, -0.951, 0.473, 0.479, -0.959, 0.479, 0.480, -0.944, 0.470, 0.474, -0.945, 0.467, 0.479, -0.934, 0.474, 0.460]}


{"formula": "H18O9", "method": "the ωB97M-V functional and the def2-TZVPD basis", "smiles": "O.O.O.O.O.O.O.O.O", "relative_energy_kj_mol": 309.7, "orbital_gap_ha": 0.4241, "e_homo_ev": -11.3, "elements": ["O", "H", "H", "O", "H", "H", "O", "H", "H", "O", "H", "H", "O", "H", "H", "O", "H", "H", "O", "H", "H", "O", "H", "H", "O", "H", "H"], "xyz": [[-1.1300, 4.0412, 3.9028], [-0.9315, 3.6765, 3.0404], [-1.3993, 3.2865, 4.4263], [0.1119, 0.3165, 0.3642], [0.4450, 0.1484, -0.5173], [-0.5050, -0.3969, 0.5278], [3.2149, 5.2383, -0.9147], [3.4800, 4.3943, -0.5493], [3.5212, 5.8829, -0.2769], [-2.4118, -0.7153, -6.4968], [-2.8667, -1.5424, -6.6556], [-1.6576, -0.9557, -5.9587], [-0.2157, -2.6069, 7.1787], [0.1441, -1.8642, 7.6637], [-0.7201, -2.2087, 6.4693], [6.6587, 1.4451, -0.5303], [7.5481, 1.3102, -0.2030], [6.3587, 0.5703, -0.7772], [-5.0815, -2.0733, -1.3686], [-4.9916, -2.6887, -2.0962], [-5.4356, -1.2790, -1.7684], [2.1456, -1.2819, -4.6397], [2.5675, -1.9904, -4.1537], [2.5177, -1.3397, -5.5197], [-3.4293, -3.2708, 2.9168], [-3.9226, -2.7744, 2.2637], [-4.0149, -3.3218, 3.6722]], "nbo_charge": [-0.936, 0.471, 0.465, -0.939, 0.470, 0.469, -0.936, 0.470, 0.466, -0.935, 0.465, 0.470, -0.934, 0.466, 0.468, -0.935, 0.468, 0.467, -0.939, 0.469, 0.470, -0.937, 0.467, 0.470, -0.939, 0.471, 0.467]}


LUMO energy per entry: -0.097; -0.013; -0.005; -0.014; 0.009 Ha